1.
The following is a DFT calculation (wB97M-V/def2-TZVPD) of a 2-piece molecular cluster, C4H8O2 overall.

Cartesian coordinates (Å):
1 C 0.1238 -0.8920 2.1750
2 C -0.0235 -0.2093 0.9742
3 O 1.0954 -0.0563 0.1516
4 C -1.1912 0.3552 0.4617
5 C -1.3112 1.0803 -0.7256
6 H 1.0556 -1.3462 2.5015
7 H -0.7296 -0.9960 2.8249
8 H 1.8511 -0.4436 0.6069
9 H -2.0669 0.1668 1.0803
10 H -0.4496 1.3147 -1.3266
11 H -2.2606 1.4778 -1.0562
12 H 0.9295 -0.3220 -3.2230
13 H 1.3284 -0.1338 -1.7675
14 O 1.6489 0.0043 -2.6771

Properties
- Kohn-Sham gap (alpha / beta): 4.06 / 6.73 eV
- Relative energy (zero: lowest compared OMol25 entry of this formula, charge and spin): 0.0535 eV
- E_LUMO (alpha / beta): 4.100 / 3.986 eV
- 2S+1: 2
- Energy: -8371.062 eV
- Total charge: -1

=====

2.
The following is a DFT calculation (wB97M-V/def2-TZVPD) of the molecule C4H8O2.

Cartesian coordinates (Å):
1 C 1.2188 -0.0766 0.8126
2 C -0.1905 -0.3225 0.3313
3 O -0.8674 -1.3339 1.0251
4 C -1.0060 0.8418 -0.1984
5 C -0.5224 -0.2524 -1.1194
6 O 0.4127 -0.0436 -2.1302
7 H 1.2176 0.3492 1.8231
8 H 1.7585 0.6318 0.1739
9 H 1.7788 -1.0166 0.8315
10 H -1.0891 -0.9906 1.9009
11 H -2.0679 0.8793 0.0309
12 H -0.5119 1.8110 -0.2444
13 H -1.2741 -0.9591 -1.4538
14 H 1.1430 0.4823 -1.7831

Properties
- Kohn-Sham gap: 10.29 eV
- Relative energy (zero: lowest compared OMol25 entry of this formula, charge and spin): 1.8708 eV
- E_LUMO: 0.805 eV
- Energy: -8371.411 eV
- Structure (SMILES): C[C@@]1(O)C[C@H]1O

=====

3.
The following is a DFT calculation (wB97M-V/def2-TZVPD) of the molecule C4H8O2.

Cartesian coordinates (Å):
1 C -0.8031 -1.1073 -0.0633
2 C -1.3416 0.3182 -0.2184
3 O -0.3300 1.2206 -0.6153
4 C 0.8182 1.1091 0.2046
5 C 1.3883 -0.2961 0.0850
6 O 0.4248 -1.1788 0.6416
7 H -1.5267 -1.7128 0.4935
8 H -0.6688 -1.5487 -1.0615
9 H -2.0910 0.3358 -1.0173
10 H -1.8287 0.6723 0.7056
11 H 0.5541 1.2527 1.2652
12 H 1.4904 1.9168 -0.0973
13 H 2.3210 -0.4262 0.6460
14 H 1.5932 -0.5557 -0.9683

Properties
- Kohn-Sham gap: 10.47 eV
- Relative energy (zero: lowest compared OMol25 entry of this formula, charge and spin): 1.5681 eV
- E_LUMO: 1.105 eV
- Energy: -8371.714 eV
- Structure (SMILES): C1COCCO1

=====

4.
The following is a DFT calculation (wB97M-V/def2-TZVPD) of the molecule C4H8O2 in a non-equilibrium geometry.

Cartesian coordinates (Å):
1 O 0.6859 -0.9260 -1.6289
2 C 0.4342 0.3697 -0.8094
3 C -1.0204 0.1631 -0.4548
4 C -1.0315 -0.0784 1.0649
5 O 0.3142 -0.4321 1.3785
6 C 1.1523 0.3325 0.5306
7 H 0.9669 -1.6615 -1.0529
8 H 0.7071 1.1647 -1.5046
9 H -0.8519 -0.8042 -1.0682
10 H -1.7847 0.8372 -0.8620
11 H -1.6604 -0.9284 1.3438
12 H -1.3458 0.7886 1.6774
13 H 1.3165 1.3451 0.9399
14 H 2.1174 -0.1704 0.4459

Properties
- Kohn-Sham gap: 10.76 eV
- Relative energy (zero: lowest compared OMol25 entry of this formula, charge and spin): 2.4547 eV
- E_LUMO: 0.982 eV
- Energy: -8370.827 eV
- Structure (SMILES): O[C@H]1CCOC1

=====

5.
The following is a DFT calculation (wB97M-V/def2-TZVPD) of the molecule C4H8O2.

Cartesian coordinates (Å):
1 O -0.2813 -1.3547 1.2323
2 C -0.2600 -0.9299 -0.1121
3 C -1.1582 0.3056 -0.3828
4 C 0.0770 1.2165 -0.2066
5 C 0.9747 -0.0160 -0.3636
6 O 2.0874 -0.0918 0.4731
7 H -1.0616 -1.9127 1.3446
8 H -0.3746 -1.7835 -0.7959
9 H -1.5794 0.3254 -1.3924
10 H -1.9589 0.4518 0.3474
11 H 0.2347 2.0554 -0.8891
12 H 0.1618 1.5794 0.8259
13 H 1.3253 -0.1477 -1.3925
14 H 1.8131 0.3023 1.3117

Properties
- Kohn-Sham gap: 10.87 eV
- Relative energy (zero: lowest compared OMol25 entry of this formula, charge and spin): 1.7120 eV
- E_LUMO: 0.901 eV
- Energy: -8371.570 eV
- Structure (SMILES): O[C@@H]1CC[C@@H]1O

=====

6.
The following is a DFT calculation (wB97M-V/def2-TZVPD) of C4H8O2 as an isolated structure in a non-equilibrium geometry.

Cartesian coordinates (Å):
1 C -1.4487 0.3355 -1.3506
2 C -0.3575 0.1305 -0.2923
3 O -0.3327 1.1430 0.7139
4 C 0.7725 0.5324 1.3671
5 C 0.9843 -0.5938 0.3361
6 O 0.9295 -1.9246 0.6501
7 H -2.4841 0.3856 -1.0051
8 H -1.2217 1.3104 -1.8240
9 H -1.3677 -0.4313 -2.1223
10 H 0.4861 0.2760 -0.9597
11 H 0.4879 0.0834 2.3223
12 H 1.5932 1.2454 1.4947
13 H 1.9604 -0.4724 -0.2073
14 H -0.0015 -2.0202 0.8770

Properties
- Kohn-Sham gap: 9.09 eV
- Relative energy (zero: lowest compared OMol25 entry of this formula, charge and spin): 4.6072 eV
- E_LUMO: 0.793 eV
- Energy: -8368.675 eV

=====

7.
The following is a DFT calculation (wB97M-V/def2-TZVPD) of C4H8O2 as an isolated structure in a non-equilibrium geometry.

Cartesian coordinates (Å):
1 C 1.4959 0.6377 0.1194
2 C 0.6865 -0.6136 -0.0699
3 O 0.0641 -1.0357 1.1855
4 C -1.1456 -0.6376 0.6815
5 C -0.7213 -0.4490 -0.7270
6 O -1.0707 0.7056 -1.4112
7 H 0.8931 1.4353 0.5725
8 H 2.3492 0.4471 0.7767
9 H 1.8639 0.9919 -0.8491
10 H 1.2944 -1.4303 -0.4670
11 H -1.6301 0.6051 1.1890
12 H -2.1132 -0.8242 1.1656
13 H -0.9749 -1.2822 -1.3813
14 H -0.9913 1.4499 -0.7846

Properties
- Kohn-Sham gap: 10.08 eV
- Relative energy (zero: lowest compared OMol25 entry of this formula, charge and spin): 3.5850 eV
- E_LUMO: 0.944 eV
- Energy: -8369.697 eV

=====

8.
The following is a DFT calculation (wB97M-V/def2-TZVPD) of a 2-piece molecular cluster, C4H8O2 overall.

Cartesian coordinates (Å):
1 C 2.0060 0.4796 0.3165
2 C 0.9804 -0.3538 0.4426
3 O -1.1265 0.1598 1.5700
4 C -1.5857 -0.7493 0.5604
5 C -0.4275 0.1256 0.3424
6 O -0.5357 1.2620 -0.4357
7 H 1.8332 1.5217 0.0647
8 H 3.0305 0.1598 0.4798
9 H 0.3914 -0.2551 -2.5197
10 H 1.1193 -1.4015 0.7021
11 H -2.5411 -0.4761 0.1113
12 H -1.4699 -1.8070 0.7984
13 H -0.2664 -0.5959 -2.4721
14 H -1.3580 1.7023 -0.1840

Properties
- Kohn-Sham gap: 10.81 eV
- Relative energy (zero: lowest compared OMol25 entry of this formula, charge and spin): 3.4434 eV
- E_LUMO: 0.965 eV
- Energy: -8369.838 eV
- Structure (SMILES): C=C[C@@]1(O)CO1.[H][H]

=====

What did the seventh record say?
The following is a DFT calculation (wB97M-V/def2-TZVPD) of C4H8O2 as an isolated structure in a non-equilibrium geometry.

Cartesian coordinates (Å):
1 C 1.4959 0.6377 0.1194
2 C 0.6865 -0.6136 -0.0699
3 O 0.0641 -1.0357 1.1855
4 C -1.1456 -0.6376 0.6815
5 C -0.7213 -0.4490 -0.7270
6 O -1.0707 0.7056 -1.4112
7 H 0.8931 1.4353 0.5725
8 H 2.3492 0.4471 0.7767
9 H 1.8639 0.9919 -0.8491
10 H 1.2944 -1.4303 -0.4670
11 H -1.6301 0.6051 1.1890
12 H -2.1132 -0.8242 1.1656
13 H -0.9749 -1.2822 -1.3813
14 H -0.9913 1.4499 -0.7846

Properties
- Kohn-Sham gap: 10.08 eV
- Relative energy (zero: lowest compared OMol25 entry of this formula, charge and spin): 3.5850 eV
- E_LUMO: 0.944 eV
- Energy: -8369.697 eV